Entry 1:
The following is a DFT calculation (ωB97M-V/def2-TZVPD) of a structure of composition C11H22N12PtS2 in a non-equilibrium geometry.

## Properties
Net charge = +4
M = 581.6 g/mol
Highest occupied orbital energy (spin up / spin down) = -19.72 / -19.77 eV
HOMO-LUMO gap (spin up / spin down) = 4.03 / 4.09 eV

Each line ends with the Mulliken charge.
Element x y z (Å)
Pt 0.1074 0.2379 0.5497  1.627
N -0.8838 1.6093 1.9465  -0.742
C -1.3859 0.8353 3.0910  -0.631
C -0.2179 0.0032 3.5218  -0.429
N 0.2870 -0.8020 2.3648  -0.202
C -0.2493 -2.1900 2.3257  -0.584
C -1.6156 -2.1890 1.6895  -0.654
N -1.4129 -1.4832 0.4152  -0.535
H -1.6281 2.1673 1.5304  0.291
H -0.1710 2.2654 2.2627  0.292
H -1.7439 1.4885 3.8902  0.437
H -2.2326 0.2375 2.7683  0.236
H 0.5873 0.6589 3.8608  0.310
H -0.4796 -0.6384 4.3653  0.412
H 1.2998 -0.8436 2.4110  0.320
H 0.4328 -2.7964 1.7256  0.397
H -0.2792 -2.6297 3.3250  0.418
H -1.9906 -3.2016 1.5349  0.456
H -2.3533 -1.6622 2.2877  0.227
H -0.9871 -2.1149 -0.2609  0.333
H -2.2896 -1.1734 0.0067  0.229
N -3.5661 -1.1705 -3.1933  -0.243
C -2.7956 -0.1258 -3.3033  0.604
N -1.7921 0.2115 -2.5186  -0.377
C -1.1403 1.2873 -2.9762  0.589
C -1.7520 1.8406 -4.2335  -0.357
S -3.0724 1.0353 -4.6974  0.120
C -0.0198 1.9305 -2.4202  0.455
C 0.7143 2.8257 -3.2740  -0.472
S 2.0203 3.4923 -2.5386  0.054
C 1.5424 2.6542 -1.0348  0.731
N 0.5066 1.8431 -1.1500  -0.417
N 2.2185 2.9303 0.0621  -0.250
H -3.3183 -1.9268 -2.5663  0.240
H -4.3339 -1.3623 -3.8297  0.281
H -1.4506 2.7134 -4.7909  0.294
H 0.5372 3.0431 -4.3119  0.333
H 2.9685 3.6097 0.0768  0.293
H 1.9961 2.4790 0.9414  0.091
N 4.9620 0.8423 3.0076  -0.579
N 4.1131 0.3841 2.0863  1.197
N 4.4851 -0.5136 1.2083  -0.842
C 3.3743 -0.6566 0.4814  -0.335
N 2.3960 0.1251 0.9196  -0.299
N 2.8892 0.8093 1.9799  -0.400
H 5.8576 0.3752 3.0385  0.317
H 4.5762 1.3820 3.7658  0.270
H 3.3019 -1.3409 -0.3464  0.490

Entry 2:
The following is a DFT calculation (ωB97M-V/def2-TZVPD) of a cluster of 12 separate species, C18H50BO26 in total in a non-equilibrium geometry.

## Properties
Net charge = -1
M = 693.4 g/mol
Highest occupied orbital energy = -7.88 eV
HOMO-LUMO gap = 9.63 eV

Each line ends with the Mulliken charge.
Element x y z (Å)
O 2.0912 -1.9287 2.2348  -0.432
C 1.2536 -1.2324 1.6807  0.397
O 1.4854 -0.2094 1.0303  0.018
B 0.3435 0.3101 0.2937  0.947
O -0.7408 -0.6610 0.6363  -0.743
C -0.2649 -1.5689 1.4146  0.403
O -0.8838 -2.5984 1.6733  -0.655
O 0.7663 0.4223 -1.1625  -0.380
C 0.5345 1.6287 -1.6326  0.114
O 0.7240 2.0559 -2.7437  -0.294
C 0.0228 2.4753 -0.4052  0.564
O 0.0019 1.6992 0.7154  -0.006
O -0.4443 3.6511 -0.5099  -0.651
O 3.3553 -2.8290 4.5568  -0.682
H 2.4745 -3.1925 4.6485  0.285
H 3.4031 -2.5433 3.6445  0.387
O 4.7298 0.0341 1.9689  -0.632
H 4.6710 0.0045 2.9239  0.320
H 3.8197 0.0324 1.6723  0.227
O 1.8426 4.5263 -3.9822  -0.685
H 2.6084 3.9635 -4.0966  0.302
H 1.0975 3.9259 -4.0084  0.316
O 3.7735 1.3169 -0.6248  -0.708
H 4.1550 0.8579 -1.3732  0.272
H 2.8280 1.2366 -0.7506  0.258
C -4.8426 -2.6251 2.9870  -0.376
C -4.4457 -2.3834 1.5734  0.129
O -5.5400 -2.8380 0.6978  -0.602
O -5.6722 -1.5817 3.4553  -0.526
H -3.9303 -2.4072 3.5424  0.292
H -5.2806 -3.5939 3.2267  0.299
H -3.6059 -3.0179 1.2900  0.226
H -4.2427 -1.3921 1.1684  0.010
H -5.3291 -2.4011 -0.1305  0.324
H -5.8807 -1.6415 4.3905  0.287
C 1.5502 -5.5001 2.5209  0.470
C 0.2310 -5.7960 1.7865  -0.487
O 0.0882 -7.1620 1.8829  -0.542
O 1.3567 -5.5078 3.9644  -0.528
H 1.9507 -4.5260 2.2403  -0.414
H 2.2294 -6.2642 2.1428  0.166
H 0.1475 -5.4082 0.7712  0.394
H -0.6654 -5.3688 2.2360  0.297
H -0.8292 -7.3916 1.7178  0.317
H 0.7063 -6.1817 4.1747  0.349
C -0.0108 4.5769 2.4362  0.706
C 0.3077 5.7381 1.5546  -0.394
O -0.7261 6.7160 1.2444  -0.543
O -0.3921 4.8506 3.7591  -0.604
H 0.7920 3.8397 2.4485  0.136
H -0.8743 4.0441 2.0380  -0.375
H 0.7392 5.2956 0.6568  0.135
H 1.0519 6.3879 2.0149  0.353
H -1.4970 6.4163 0.7569  0.306
H -0.9764 4.1722 4.1053  0.367
C 2.4261 -0.1462 -4.6263  -0.282
C 2.5095 0.1887 -6.2039  -0.358
O 1.2925 -0.1622 -6.8124  -0.535
O 2.8083 -1.5264 -4.3148  -0.503
H 1.4208 0.0349 -4.2460  0.279
H 3.0012 0.5156 -3.9787  0.213
H 3.3266 -0.3625 -6.6695  0.284
H 2.7615 1.1852 -6.5667  0.314
H 0.9637 -0.9520 -6.3770  0.317
H 2.2173 -2.1523 -4.7397  0.312
C -3.1638 2.1486 2.0172  0.002
C -4.5879 2.1391 2.5292  -0.425
O -4.6747 2.2536 3.9391  -0.539
O -2.4980 0.9368 2.4189  -0.370
H -2.7240 3.0331 2.4781  0.009
H -3.1898 2.3870 0.9539  0.209
H -5.0984 1.1886 2.3738  0.322
H -5.1581 3.0212 2.2379  0.283
H -5.5642 1.9414 4.1205  0.314
H -2.5245 0.4149 1.6136  0.072
C 3.6960 -4.0163 -0.4089  -0.494
C 4.5384 -2.9408 0.2853  0.291
O 4.7355 -1.8107 -0.5623  -0.630
O 2.4809 -3.4872 -1.0603  -0.518
H 3.7143 -4.8622 0.2783  0.348
H 4.2692 -4.3003 -1.2914  0.380
H 5.3781 -3.4538 0.7542  0.389
H 4.0333 -2.4966 1.1430  -0.310
H 4.6055 -0.9977 -0.0688  0.302
H 2.6960 -2.6299 -1.4348  0.250
C -1.8551 3.9432 -4.8244  -0.354
C -3.1482 3.4262 -4.1446  -0.412
O -2.9413 3.4168 -2.6956  -0.420
O -0.9382 2.9085 -5.1784  -0.538
H -1.2531 4.6496 -4.2528  0.248
H -2.1571 4.4313 -5.7511  0.323
H -3.3926 2.3887 -4.3728  0.344
H -3.9478 4.1392 -4.3454  0.295
H -3.4267 2.6739 -2.3295  0.243
H -0.6892 2.5049 -4.3437  0.230

Entry 3:
The following is a DFT calculation (ωB97M-V/def2-TZVPD) of a structure of composition C28H48AsCl2FeN4O4S2Si3.

## Properties
Net charge = -1
M = 854.8 g/mol
Multiplicity = 5
Highest occupied orbital energy (spin up / spin down) = -3.33 / -3.50 eV
HOMO-LUMO gap (spin up / spin down) = 4.75 / 4.91 eV

Each line ends with the Mulliken charge.
Element x y z (Å)
Fe 0.3256 -0.7580 1.3270  1.639
Cl 4.7330 2.2925 6.7086  -0.277
C 3.9954 1.3823 5.4056  0.158
C 4.5894 0.1767 4.9945  -0.677
C 4.0100 -0.5534 4.0008  0.258
Cl 4.7478 -2.0500 3.5051  -0.265
C 2.7841 -0.1677 3.3400  -0.557
O 2.2324 -0.9196 2.5075  -0.039
C 2.2703 1.1136 3.7468  0.843
C 1.1510 1.7219 3.0893  -0.067
O 0.5819 1.3539 2.0677  -0.430
C 2.8674 1.8405 4.7923  -1.058
H 5.4984 -0.1744 5.4639  0.448
H 0.7983 2.6633 3.5542  0.097
H 2.4299 2.7861 5.0941  0.409
S -1.4097 -2.1255 0.2711  -0.284
C -2.4715 -2.5870 1.5894  0.029
C -3.6230 -3.3428 1.3440  -0.450
C -4.4766 -3.7190 2.3708  -0.648
C -4.1846 -3.3461 3.6768  -0.503
C -3.0450 -2.6002 3.9394  -0.757
C -2.1763 -2.2015 2.9180  0.341
S -0.7555 -1.2396 3.2890  -0.710
H -3.8358 -3.6334 0.3206  0.361
H -5.3638 -4.3043 2.1538  0.337
H -4.8462 -3.6326 4.4871  0.342
H -2.8007 -2.3116 4.9555  0.382
N 1.6057 -2.8440 0.8817  -0.490
C 2.8043 -2.5670 0.1101  0.674
C 3.0467 -3.6133 -1.0111  -1.061
C 1.8250 -4.0074 -1.8563  -1.001
C 1.0576 -2.8393 -2.4541  0.176
N 1.9574 -1.8620 -3.0987  0.441
C 2.9724 -2.2599 -3.8573  0.402
N 4.1391 -1.6265 -3.8561  -0.431
N 2.7849 -3.3188 -4.6890  -0.426
C 2.7819 -1.1230 -0.4518  -0.792
O 3.7812 -0.7638 -1.1253  -0.942
O 1.7414 -0.4235 -0.2775  0.413
H 1.8128 -3.0826 1.8414  0.235
H 1.0068 -3.5417 0.4698  0.326
H 3.6765 -2.5827 0.7654  0.115
H 3.4321 -4.5252 -0.5490  0.462
H 3.8345 -3.2321 -1.6644  0.237
H 1.1114 -4.5780 -1.2570  0.621
H 2.1577 -4.6778 -2.6541  0.478
H 0.5218 -2.3057 -1.6746  -0.693
H 0.3087 -3.1883 -3.1686  0.519
H 2.1714 -1.0622 -2.4981  -0.246
H 4.3586 -1.1951 -2.9350  0.324
H 4.9096 -2.1048 -4.2936  0.273
H 1.8181 -3.5173 -4.8984  0.216
H 3.3827 -3.3413 -5.4990  0.263
C -2.1017 -0.4429 -3.1972  -0.931
Si -2.7920 0.8455 -2.0062  0.259
C -4.1735 0.0536 -1.0138  -0.515
C -3.6193 2.1397 -3.1059  -1.183
As -1.0285 1.3090 -0.5001  0.471
Si 0.2780 2.8764 -1.6811  0.450
C 1.4883 2.0687 -2.8578  -0.980
C 1.2926 3.9187 -0.4899  -0.924
C -0.6933 4.0836 -2.7669  -1.143
Si -2.2053 2.7819 0.9312  0.381
C -1.2098 4.1660 1.7348  -0.971
C -2.9502 1.6950 2.2551  -0.739
C -3.6291 3.7152 0.0996  -1.108
H -2.8044 -0.6669 -4.0060  0.475
H -1.9021 -1.3605 -2.6350  0.108
H -1.1598 -0.1011 -3.6415  0.164
H -4.9084 -0.4185 -1.6735  0.442
H -4.6957 0.7863 -0.3924  0.237
H -3.7562 -0.7144 -0.3554  -0.177
H -4.3969 1.6365 -3.6884  0.395
H -2.9209 2.6045 -3.8034  0.330
H -4.0891 2.9342 -2.5249  0.309
H 2.2053 1.4742 -2.2895  0.144
H 2.0396 2.8378 -3.4074  0.440
H 0.9762 1.4311 -3.5854  0.214
H 1.5942 3.3236 0.3764  -0.064
H 0.7152 4.7725 -0.1327  0.301
H 2.1970 4.2919 -0.9786  0.480
H -1.0556 3.5897 -3.6707  0.259
H -0.0498 4.9157 -3.0721  0.382
H -1.5581 4.4952 -2.2414  0.230
H -0.1812 3.8689 1.9406  -0.016
H -1.6846 4.4368 2.6820  0.423
H -1.1875 5.0541 1.0988  0.343
H -2.1615 1.1505 2.7836  -0.040
H -3.6076 0.9401 1.8147  0.183
H -3.5266 2.2774 2.9809  0.470
H -3.2889 4.2440 -0.7947  0.201
H -4.0331 4.4575 0.7957  0.408
H -4.4424 3.0475 -0.1935  0.277

Entry 4:
The following is a DFT calculation (ωB97M-V/def2-TZVPD) of a cluster of 3 separate species, C3H12N2O2 in total in a non-equilibrium geometry.

## Properties
Net charge = +1
M = 108.1 g/mol
Multiplicity = 2
Highest occupied orbital energy (spin up / spin down) = -14.44 / -14.46 eV
HOMO-LUMO gap (spin up / spin down) = 8.10 / 6.48 eV

Each line ends with the Mulliken charge.
Element x y z (Å)
C 1.1842 -0.4471 -1.0952  -0.972
C 1.2140 0.9416 -0.4059  -0.537
N -0.1324 1.3424 0.0290  0.052
C -0.7305 0.5826 1.1285  -0.209
N -2.0248 0.1340 0.7851  -0.441
H 0.6401 -1.1448 -0.4688  0.388
H 2.2233 -0.8299 -1.0778  0.352
H 0.8395 -0.4559 -2.1208  0.347
H 1.7912 0.7226 0.4585  0.385
H 1.6027 1.7631 -1.0019  0.318
H -0.7910 1.2965 -0.7654  0.320
H -0.0851 -0.3172 1.3009  0.245
H -0.6717 1.2411 2.0323  0.418
H -2.0170 -0.4903 -0.6841  0.449
H -2.5572 -1.3388 -1.9529  0.301
O -1.7808 -0.9048 -1.5608  -0.656
H 2.8365 -1.6351 1.9522  0.313
H -2.7562 0.3306 1.4670  0.243
O 2.3201 -1.1347 1.2935  -0.314

Entry 5:
The following is a DFT calculation (ωB97M-V/def2-TZVPD) of a cluster of 2 separate species, C3H7Br3Si in total in a non-equilibrium geometry.

## Properties
M = 310.9 g/mol
SMILES string = Br[SiH](Br)Br.C=CC
Highest occupied orbital energy = -9.63 eV
HOMO-LUMO gap = 9.95 eV

Each line ends with the Mulliken charge.
Element x y z (Å)
Br 2.1813 1.0406 -1.1449  -0.151
Si 3.4658 -0.8023 -1.0045  0.597
Br 2.1407 -2.3387 -1.9417  -0.195
Br 3.9225 -1.1955 1.0967  -0.156
H 4.5964 -0.7324 -1.8693  -0.098
C -0.8702 1.2043 1.1366  -0.898
C -1.6155 0.1629 0.9338  0.217
C -2.6617 0.0310 -0.1456  -1.045
H -0.1413 1.1528 1.9418  0.249
H -0.8255 2.0823 0.5277  0.302
H -1.4160 -0.7399 1.5723  0.259
H -3.2430 -0.8318 0.0625  0.325
H -3.2915 0.8532 -0.0255  0.327
H -2.2420 0.1135 -1.1400  0.265

Entry 6:
The following is a DFT calculation (ωB97M-V/def2-TZVPD) of the molecule C3H4O3.

## Properties
M = 88.1 g/mol
SMILES string = O=C/C=C\OO
Highest occupied orbital energy = -9.66 eV
HOMO-LUMO gap = 10.12 eV

Each line ends with the Mulliken charge.
Element x y z (Å)
O 2.4661 -0.3641 0.6993  -0.490
C 1.2575 -0.3505 0.6124  0.076
C 0.4883 0.8513 0.2269  -0.247
C -0.7866 0.8811 -0.1753  -0.068
O -1.5916 -0.1498 -0.5307  -0.233
O -0.7836 -1.2514 -0.9606  -0.323
H 0.6539 -1.2306 0.8960  0.315
H 1.0024 1.8028 0.3222  0.298
H -1.3423 1.8078 -0.2958  0.337
H -1.3935 -1.9848 -0.7865  0.336

Entry 7:
The following is a DFT calculation (ωB97M-V/def2-TZVPD) of the molecule C4H9NO in a non-equilibrium geometry.

## Properties
M = 87.1 g/mol
SMILES string = CC/C(C)=N\O
Highest occupied orbital energy = -8.47 eV
HOMO-LUMO gap = 9.45 eV

Each line ends with the Mulliken charge.
Element x y z (Å)
C 1.7208 0.0085 0.2528  -0.917
C 0.5001 -0.2681 -0.6582  -0.740
C -0.9743 0.0409 -0.0560  0.897
C -1.6463 -1.2009 0.2148  -0.991
N -1.2789 1.1851 0.4359  -0.687
O -0.4159 2.1557 -0.1417  -0.369
H 1.5472 0.9303 0.8098  0.254
H 1.9580 -0.7934 0.9676  0.348
H 2.6126 0.1565 -0.3724  0.304
H 0.4576 0.4943 -1.4116  0.421
H 0.6077 -1.2452 -1.1749  0.368
H -2.6729 -1.1772 0.6508  0.325
H -1.4846 -2.0415 -0.4468  0.293
H -0.3838 -1.1699 0.5107  0.170
H -0.5474 2.9249 0.4192  0.325

Entry 8:
The following is a DFT calculation (ωB97M-V/def2-TZVPD) of a cluster of 2 separate species, C2H4N2O4 in total in a non-equilibrium geometry.

## Properties
M = 120.1 g/mol
Highest occupied orbital energy = -10.47 eV
HOMO-LUMO gap = 9.81 eV

Each line ends with the Mulliken charge.
Element x y z (Å)
C -0.9769 0.0665 -0.0147  0.582
C 1.3064 -0.0512 -0.0846  0.266
H -2.9088 0.8275 0.8576  0.380
H -2.3441 -1.4961 0.0977  0.324
H 1.0907 1.0115 -0.5544  0.328
H 4.3891 0.0812 -0.1939  0.317
N -2.1341 -0.5715 -0.3914  -0.115
N 2.3669 -0.7316 0.0213  -0.260
O -3.4213 -0.0489 -0.2510  -0.439
O -0.8720 1.3318 0.2278  -0.608
O 0.0165 -0.7753 0.5279  -0.327
O 3.4874 0.3562 -0.2423  -0.448